# 1
C29H27FN5O6SiTl as an isolated structure. Source: the Open Molecules 2025 dataset; level of theory: the ωB97M-V functional and the def2-TZVPD basis.

Summary:
Net charge   -2
HOMO   -1.50 eV

Element x y z (Å)
1 Tl 0.4106 -0.3665 -0.6671
2 O 0.5175 -4.6890 3.7060
3 C -0.5454 -3.9788 4.0898
4 C -0.9816 -4.0974 5.4146
5 C -2.0762 -3.3800 5.8657
6 C -2.7638 -2.5268 5.0070
7 C -2.3307 -2.4077 3.6931
8 C -1.2349 -3.1137 3.2132
9 C -0.7850 -2.8368 1.7956
10 O -1.3983 -2.0266 1.1054
11 N 0.3079 -3.5673 1.4471
12 N 0.8719 -3.1507 0.3008
13 C 1.9295 -3.7562 -0.0800
14 C 2.6734 -3.2903 -1.2630
15 C 3.8213 -3.9693 -1.6724
16 C 4.5279 -3.5021 -2.7664
17 C 4.0887 -2.3621 -3.4187
18 C 2.9437 -1.7398 -2.9382
19 N 2.2471 -2.1969 -1.9060
20 H 0.6774 -4.3980 2.7284
21 H -0.4329 -4.7581 6.0750
22 H -2.3920 -3.4836 6.8986
23 H -3.6198 -1.9626 5.3570
24 H -2.8205 -1.7401 2.9942
25 H 2.3320 -4.6058 0.4770
26 H 4.1492 -4.8450 -1.1253
27 H 5.4236 -4.0150 -3.0979
28 H 4.6243 -1.9478 -4.2620
29 H 2.5815 -0.8182 -3.3799
30 O 0.1902 0.7995 4.2018
31 C 0.8009 0.4877 3.0300
32 O 0.8521 -0.6350 2.6179
33 C 1.4468 1.6719 2.3660
34 C 1.4471 2.9278 2.9427
35 C 2.0688 3.9570 2.2415
36 C 2.6597 3.6790 1.0266
37 C 2.5889 2.3801 0.5106
38 N 1.9808 1.4057 1.1758
39 C 3.2388 2.0624 -0.8551
40 O 4.1623 2.8411 -1.1609
41 O 2.7704 1.0880 -1.4768
42 H -0.2163 -0.0330 4.4944
43 H 0.9749 3.0885 3.9009
44 H 2.0867 4.9611 2.6492
45 H 3.1797 4.4247 0.4426
46 C -4.1496 2.8325 -1.0587
47 Si -2.2880 2.5013 -0.9000
48 C -2.0118 1.8643 0.8488
49 C -1.4888 4.2173 -0.9472
50 N -1.6980 1.3867 -1.9919
51 C -1.6844 1.3793 -3.3265
52 C -2.0820 2.4524 -4.1781
53 C -2.0454 2.3862 -5.5634
54 C -1.6076 1.2420 -6.2178
55 C -1.2082 0.1571 -5.4315
56 C -1.2535 0.2403 -4.0640
57 F -0.8608 -0.8559 -3.3542
58 H -4.4687 3.6267 -0.3751
59 H -4.7200 1.9282 -0.8264
60 H -4.4093 3.1343 -2.0785
61 H -2.6992 2.3311 1.5617
62 H -0.9907 2.0792 1.1845
63 H -2.1565 0.7797 0.8879
64 H -1.7282 4.7766 -0.0363
65 H -1.8266 4.8048 -1.8063
66 H -0.4000 4.1277 -1.0136
67 H -2.4192 3.3632 -3.6936
68 H -2.3580 3.2495 -6.1428
69 H -1.5676 1.1876 -7.2982
70 H -0.8559 -0.7663 -5.8773


# 2
C29H28CoN7O4PS as an isolated structure in a non-equilibrium geometry. Source: the Open Molecules 2025 dataset; level of theory: the ωB97M-V functional and the def2-TZVPD basis.

Summary:
Net charge   0
<S²>   3.758
Multiplicity   4
HOMO (alpha / beta)   -7.58 / -7.65 eV

Element x y z (Å)
1 Co 0.3674 0.0834 0.1326
2 O -1.7868 2.2236 2.7308
3 C -0.7868 1.6625 2.3689
4 N 0.0004 2.0056 1.2703
5 C -0.3066 3.1545 0.4698
6 C -0.4304 4.4297 1.0027
7 C -0.6511 5.5064 0.1600
8 C -0.7469 5.3053 -1.2133
9 C -0.6292 4.0281 -1.7348
10 C -0.4090 2.9486 -0.8917
11 N -0.3114 1.6157 -1.3869
12 C -1.4519 1.0168 -1.8876
13 O -2.5607 1.4983 -1.8162
14 C -1.2066 -0.3601 -2.4390
15 C -2.2951 -1.1922 -2.6535
16 C -2.0446 -2.4927 -3.0537
17 C -0.7295 -2.8961 -3.2332
18 C 0.2856 -1.9781 -3.0101
19 N 0.0603 -0.7283 -2.6159
20 C -0.2695 0.4204 3.0566
21 C -0.6360 0.1558 4.3622
22 C -0.1509 -1.0022 4.9515
23 C 0.6673 -1.8398 4.2130
24 C 0.9676 -1.4995 2.9019
25 N 0.5094 -0.3890 2.3355
26 H -0.3589 4.5674 2.0733
27 H -0.7512 6.5009 0.5741
28 H -0.9272 6.1420 -1.8752
29 H -0.7275 3.8490 -2.7976
30 H -3.2909 -0.8176 -2.4671
31 H -2.8607 -3.1864 -3.2077
32 H -0.4884 -3.9060 -3.5359
33 H 1.3245 -2.2631 -3.1383
34 H -1.2899 0.8445 4.8773
35 H -0.4142 -1.2491 5.9715
36 H 1.0610 -2.7547 4.6331
37 H 1.5803 -2.1393 2.2776
38 S -2.7346 -3.1270 -0.5011
39 C -3.6507 -1.7285 -0.1332
40 C -2.8570 -0.6447 0.1047
41 C -1.4519 -0.9014 -0.0073
42 C -1.2692 -2.2262 -0.3244
43 C 0.0623 -2.7914 -0.5073
44 C 0.3451 -4.1432 -0.7138
45 C 1.6600 -4.5401 -0.8540
46 C 2.6777 -3.5941 -0.7834
47 C 2.3247 -2.2732 -0.5747
48 N 1.0546 -1.8872 -0.4419
49 H -4.7286 -1.7827 -0.1153
50 H -3.2765 0.3263 0.3391
51 H -0.4638 -4.8606 -0.7588
52 H 1.8954 -5.5848 -1.0150
53 H 3.7174 -3.8679 -0.8909
54 H 3.0622 -1.4786 -0.5140
55 N 2.5970 1.9340 -2.8089
56 C 3.3165 2.6559 -1.7512
57 P 3.4883 1.6127 -0.2540
58 O 4.7716 0.8639 -0.2852
59 O 2.2095 0.8141 -0.0889
60 C 3.4414 2.8089 1.1407
61 N 2.6401 2.2531 2.2481
62 H 2.7209 2.3919 -3.7035
63 H 0.5768 1.4037 -1.8816
64 H 2.9434 0.9839 -2.9078
65 H 2.7547 3.5591 -1.4989
66 H 4.3310 2.9550 -2.0352
67 H 2.9599 3.7341 0.8153
68 H 4.4790 3.0355 1.4051
69 H 0.9992 1.9763 1.5360
70 H 2.7508 2.8235 3.0776
71 H 2.9673 1.3230 2.4822


# 3
C29H28LiN2O4P2Se as an isolated structure. Source: the Open Molecules 2025 dataset; level of theory: the ωB97M-V functional and the def2-TZVPD basis.

Summary:
Net charge   -1
HOMO   -5.09 eV

Element x y z (Å)
1 Li -0.0515 0.6540 0.2508
2 C -1.7186 -2.7419 -2.2290
3 P -1.0632 -1.9402 -0.6954
4 C -2.5270 -1.9729 0.4075
5 C -2.5310 -2.5023 1.6941
6 C -3.6432 -2.3539 2.5126
7 C -4.7695 -1.6852 2.0573
8 C -4.7757 -1.1513 0.7747
9 C -3.6575 -1.2794 -0.0345
10 C 0.1528 -3.0886 0.0103
11 C 0.8391 -2.6700 1.1494
12 C 1.8944 -3.4180 1.6488
13 C 2.2828 -4.5874 1.0122
14 C 1.6312 -4.9937 -0.1453
15 C 0.5804 -4.2411 -0.6488
16 P -2.8732 -4.2059 -2.4030
17 C -1.8166 -5.5345 -3.1063
18 C -2.0052 -6.8670 -2.7341
19 C -1.2970 -7.8903 -3.3470
20 C -0.3907 -7.6103 -4.3590
21 C -0.2145 -6.2949 -4.7627
22 C -0.9256 -5.2731 -4.1502
23 C -3.2417 -4.8532 -0.7281
24 C -4.5443 -4.6475 -0.2741
25 C -4.9523 -5.1195 0.9661
26 C -4.0626 -5.8220 1.7639
27 C -2.7650 -6.0431 1.3205
28 C -2.3580 -5.5623 0.0859
29 H -0.8493 -2.9041 -2.8678
30 H -2.2538 -1.9218 -2.7127
31 H -1.6613 -3.0309 2.0596
32 H -3.6263 -2.7704 3.5129
33 H -5.6353 -1.5738 2.6991
34 H -5.6450 -0.6167 0.4100
35 H -3.6592 -0.8215 -1.0193
36 H 0.6100 -1.7216 1.6250
37 H 2.4524 -3.0318 2.4906
38 H 3.1243 -5.1558 1.3900
39 H 1.9509 -5.8849 -0.6733
40 H 0.1016 -4.5627 -1.5639
41 H -2.7055 -7.1111 -1.9443
42 H -1.4535 -8.9129 -3.0250
43 H 0.1684 -8.4080 -4.8317
44 H 0.4807 -6.0573 -5.5585
45 H -0.7772 -4.2617 -4.5052
46 H -5.2426 -4.1038 -0.9002
47 H -5.9631 -4.9328 1.3078
48 H -4.3755 -6.1917 2.7331
49 H -2.0604 -6.5833 1.9417
50 H -1.3434 -5.7420 -0.2412
51 C 0.7861 2.0068 -2.5376
52 C -0.4931 2.4492 -1.9193
53 N -1.1950 1.8068 -1.0071
54 C -2.3055 2.5822 -0.7519
55 C -2.2853 3.6995 -1.5233
56 N -1.1262 3.5996 -2.2640
57 H 1.3710 1.4290 -1.8125
58 H 1.3717 2.8678 -2.8643
59 H 0.5857 1.3738 -3.4056
60 H -3.0423 2.2859 -0.0220
61 H -2.9542 4.5385 -1.6051
62 H -0.7690 4.2694 -2.9198
63 O 0.6620 0.9561 1.9022
64 Se 2.1888 0.6678 1.2623
65 O 3.0348 2.0464 1.1293
66 O 1.7192 0.1207 -0.2603
67 O 2.9418 -0.5004 2.1032


# 4
C29H28MnN9O2 as an isolated structure. Source: the Open Molecules 2025 dataset; level of theory: the ωB97M-V functional and the def2-TZVPD basis.

Summary:
Net charge   +1
<S²>   3.935
Multiplicity   4
HOMO (alpha / beta)   -10.86 / -10.86 eV

Element x y z (Å)
1 Mn 1.2584 -1.1947 0.1172
2 C 2.8151 3.9342 -0.6587
3 N 2.6727 2.6413 0.0078
4 C 2.3238 1.4777 -0.5086
5 N 2.3054 0.5578 0.4632
6 C 2.6493 1.2704 1.5806
7 N 2.8827 2.5266 1.3370
8 C 1.4897 4.5701 -1.0187
9 C 1.4991 5.6262 -1.9213
10 C 0.3171 6.2629 -2.2613
11 C -0.8843 5.8427 -1.7172
12 C -0.8918 4.7821 -0.8205
13 C 0.2944 4.1491 -0.4638
14 C -2.1720 4.3310 -0.2765
15 N -3.3335 4.8351 -0.4873
16 N -4.2375 4.0466 0.2094
17 C -3.5501 3.1336 0.7916
18 O -2.2190 3.2386 0.5308
19 C -4.0335 2.0370 1.6287
20 C -5.3998 1.7756 1.7018
21 C -5.8504 0.7207 2.4720
22 C -4.9503 -0.0818 3.1640
23 C -3.5940 0.1894 3.1009
24 C -2.5918 -0.6602 3.8413
25 N -1.6929 -1.3564 2.9132
26 C -0.5323 -0.9487 2.4425
27 N -0.0767 -1.8361 1.5499
28 C -1.0605 -2.7891 1.5317
29 N -2.0453 -2.5252 2.3404
30 C -3.1382 1.2530 2.3366
31 H 3.4251 3.7926 -1.5498
32 H 3.3791 4.5496 0.0399
33 H 2.0722 1.3081 -1.5429
34 H 2.7652 0.8347 2.5594
35 H 2.4337 5.9520 -2.3623
36 H 0.3311 7.0847 -2.9638
37 H -1.8176 6.3191 -1.9818
38 H 0.2666 3.3313 0.2445
39 H -6.0879 2.4000 1.1492
40 H -6.9097 0.5120 2.5277
41 H -5.3077 -0.9168 3.7531
42 H -3.0750 -1.4226 4.4456
43 H -1.9546 -0.0556 4.4864
44 H -0.0450 -0.0390 2.7537
45 H -1.0198 -3.6744 0.9213
46 H -2.0804 1.4832 2.2850
47 O 0.4037 -0.7785 -1.1524
48 C 1.2556 -3.5534 -3.6232
49 N 0.8880 -4.6315 -2.7170
50 C -0.3909 -5.2099 -3.0877
51 C 0.8695 -4.1776 -1.3422
52 C 2.2527 -3.8180 -0.8495
53 C 3.2738 -4.7509 -1.0130
54 C 4.5629 -4.4911 -0.5788
55 C 4.8700 -3.2837 0.0317
56 C 3.8727 -2.3329 0.1972
57 C 2.5816 -2.6172 -0.2385
58 H 1.2909 -3.9372 -4.6414
59 H 2.2430 -3.1719 -3.3649
60 H 0.5385 -2.7168 -3.5843
61 H -0.3401 -5.5753 -4.1119
62 H -1.2162 -4.4804 -3.0254
63 H -0.6205 -6.0509 -2.4332
64 H 0.4815 -5.0000 -0.7324
65 H 0.1868 -3.3133 -1.2191
66 H 3.0384 -5.6838 -1.5099
67 H 5.3358 -5.2346 -0.7217
68 H 5.8767 -3.0757 0.3686
69 H 4.1168 -1.3834 0.6573


# 5
C29H28N2NiO6S2 as an isolated structure. Source: the Open Molecules 2025 dataset; level of theory: the ωB97M-V functional and the def2-TZVPD basis.

Summary:
Net charge   0
HOMO (alpha / beta)   -7.76 / -7.76 eV

Element x y z (Å)
1 Ni 0.6742 -0.2800 -1.3374
2 O 2.6559 -0.4557 -1.2410
3 S 3.5376 -0.4497 0.0098
4 C 2.2976 -0.6083 1.2926
5 C 2.7045 -0.4171 2.7391
6 C 1.5289 -0.7987 3.6502
7 C 0.2514 0.0102 3.3784
8 S -1.0219 -0.9671 2.5282
9 O -0.4635 -1.3516 1.1816
10 C -2.2584 0.2930 2.3013
11 C -1.9977 1.6504 2.1454
12 C -3.0563 2.5242 1.9552
13 C -4.3594 2.0486 1.8899
14 C -4.6144 0.6900 2.0232
15 C -3.5644 -0.1873 2.2412
16 C 4.1621 1.1744 0.3481
17 C 3.3987 2.3291 0.2294
18 C 3.9753 3.5371 0.5881
19 C 5.2822 3.5833 1.0601
20 C 6.0343 2.4228 1.1666
21 C 5.4766 1.2066 0.7993
22 H 1.8915 -1.6086 1.1398
23 H 1.5234 0.1047 1.0017
24 H 2.9907 0.6234 2.9109
25 H 3.5688 -1.0367 2.9891
26 H 1.8312 -0.6483 4.6866
27 H 1.3229 -1.8680 3.5433
28 H 0.4693 0.9024 2.7906
29 H -0.2277 0.3303 4.3046
30 H -0.9905 2.0448 2.1439
31 H -2.8535 3.5777 1.8144
32 H -5.1749 2.7257 1.6810
33 H -5.6229 0.3154 1.9147
34 H -3.7538 -1.2489 2.3514
35 H 2.3877 2.2846 -0.1578
36 H 3.3964 4.4463 0.4949
37 H 5.7199 4.5333 1.3378
38 H 7.0551 2.4629 1.5219
39 H 6.0563 0.2933 0.8588
40 O -5.5371 2.4052 -0.9160
41 C -5.3433 1.1853 -1.0392
42 O -6.1085 0.2118 -0.9280
43 C -3.8682 0.7932 -1.3102
44 C -3.5207 -0.5178 -1.6072
45 C -2.1913 -0.8661 -1.7175
46 N -1.2087 0.0184 -1.5189
47 C -1.5380 1.2943 -1.2493
48 C -2.8431 1.7208 -1.1693
49 C -0.3561 2.1755 -0.9605
50 O -0.4664 3.3271 -0.6072
51 O 0.7868 1.5444 -1.0911
52 H -4.3098 -1.2491 -1.7182
53 H -1.9011 -1.8775 -1.9610
54 H -3.0706 2.7548 -0.9536
55 N 0.5900 -2.2570 -1.3877
56 C 0.2755 -2.9176 -2.6393
57 C -0.5815 -4.0064 -2.6663
58 C -0.8864 -4.6074 -3.8794
59 C -0.3254 -4.1288 -5.0538
60 C 0.5408 -3.0448 -5.0155
61 C 0.8400 -2.4320 -3.8086
62 H -0.0605 -2.5092 -0.6419
63 H 1.5190 -2.5425 -1.0892
64 H -1.0175 -4.3764 -1.7453
65 H -1.5654 -5.4490 -3.9036
66 H -0.5667 -4.5963 -5.9987
67 H 0.9766 -2.6652 -5.9299
68 H 1.5042 -1.5762 -3.7705


# 6
A 2-piece molecular cluster, C29H28N3O5S2 overall in a non-equilibrium geometry. Source: the Open Molecules 2025 dataset; level of theory: the ωB97M-V functional and the def2-TZVPD basis.

Summary:
Net charge   -1
HOMO   -4.30 eV

Element x y z (Å)
1 C -1.8146 -0.9482 5.6236
2 N -2.9423 -0.7903 4.7181
3 C -4.0160 -1.7448 4.9492
4 C -2.7285 -0.3952 3.4066
5 C -1.5714 -0.8090 2.7138
6 C -1.4296 -0.4840 1.3779
7 C -2.2730 0.4831 0.7885
8 C -1.9454 0.9711 -0.5501
9 C -2.5696 0.4216 -1.6303
10 C -2.5071 1.0267 -2.9624
11 O -1.9028 2.0750 -3.1905
12 N -3.2468 0.3538 -3.9775
13 C -3.3226 1.0646 -5.2379
14 C -3.2284 -1.0368 -4.0454
15 S -3.2821 -1.9614 -5.4409
16 N -3.1819 -1.6347 -2.7935
17 C -3.3508 -3.0800 -2.7602
18 C -3.1702 -0.9417 -1.5525
19 O -3.5496 -1.5073 -0.5334
20 C -3.4184 0.9195 1.5086
21 C -3.6909 0.4183 2.7668
22 H -1.1827 -0.0521 5.5867
23 H -2.2334 -1.0562 6.6265
24 H -1.2200 -1.8490 5.3944
25 H -4.8462 -1.5447 4.2536
26 H -3.6584 -2.7896 4.8145
27 H -4.3624 -1.6506 5.9888
28 H -0.8259 -1.4267 3.2261
29 H -0.6689 -0.9706 0.7542
30 H -1.2529 1.8254 -0.6414
31 H -3.7588 0.3720 -5.9584
32 H -3.9629 1.9363 -5.1196
33 H -2.3256 1.3794 -5.5540
34 H -3.1568 -3.4586 -1.7607
35 H -4.3612 -3.2977 -3.0984
36 H -2.6632 -3.4936 -3.5003
37 H -4.0966 1.6104 1.0148
38 H -4.5977 0.6990 3.3004
39 C 6.5008 2.1711 -3.9923
40 C 6.4708 0.9372 -3.3323
41 C 5.5573 0.7208 -2.3015
42 C 4.6786 1.7481 -1.9425
43 S 3.7881 1.5775 -0.3953
44 C 2.1787 1.1340 -0.8142
45 C 1.5487 -0.0128 -0.2350
46 O 0.7620 -0.7403 -0.8613
47 C 1.9198 -0.3211 1.1935
48 C 2.2143 0.7038 2.1049
49 C 2.6802 0.3934 3.3871
50 C 2.8551 -0.9328 3.7855
51 C 2.5517 -1.9535 2.8760
52 C 2.0654 -1.6492 1.6018
53 O 4.5005 0.4907 0.2351
54 O 3.8291 2.9092 0.1644
55 C 4.6497 2.9600 -2.6390
56 C 5.5639 3.1626 -3.6786
57 H 7.2530 2.3667 -4.7550
58 H 7.1687 0.1385 -3.5847
59 H 5.5537 -0.2111 -1.7384
60 H 1.8812 1.5417 -1.7783
61 H 2.0589 1.7529 1.8282
62 H 2.8969 1.2170 4.0731
63 H 3.2166 -1.1630 4.7932
64 H 2.6548 -2.9930 3.1763
65 H 1.8171 -2.4345 0.8794
66 H 3.9488 3.7405 -2.3396
67 H 5.5510 4.1122 -4.2165


# 7
C29H29AsAuNO6PS3 as an isolated structure. Source: the Open Molecules 2025 dataset; level of theory: the ωB97M-V functional and the def2-TZVPD basis.

Summary:
Net charge   0
<S²>   0.757
Multiplicity   2
HOMO (alpha / beta)   -8.51 / -8.46 eV

Element x y z (Å)
1 Au 0.0711 -0.0496 -0.1955
2 C -0.1011 5.3474 3.6957
3 C 1.0025 4.4196 3.2333
4 O 0.6069 3.0322 3.3026
5 P -0.4024 2.3453 2.2967
6 S 0.1870 0.3820 2.3338
7 S -0.5551 3.2256 0.5581
8 O -1.7508 2.4325 3.1449
9 C -2.9793 1.8982 2.6300
10 C -4.0837 2.9016 2.8712
11 H 0.2575 6.3794 3.6718
12 H -0.4092 5.1020 4.7147
13 H -0.9679 5.2662 3.0376
14 H 1.8693 4.4817 3.8847
15 H 1.3107 4.6432 2.2139
16 H -3.1712 0.9574 3.1482
17 H -2.8704 1.6820 1.5683
18 H -4.2277 3.0726 3.9395
19 H -5.0191 2.5285 2.4450
20 H -3.8329 3.8524 2.3978
21 O 6.0483 1.3279 -1.3904
22 S 5.0487 0.6777 -2.1867
23 O 5.4736 -0.0465 -3.3516
24 N 4.0975 -0.2506 -1.2509
25 C 2.8918 0.2042 -1.2114
26 O 2.0223 -0.4117 -0.5011
27 C 2.6269 1.4375 -2.0446
28 C 1.4710 2.1568 -2.2706
29 C 1.5184 3.2844 -3.0873
30 C 2.7043 3.6786 -3.6870
31 C 3.8659 2.9464 -3.4784
32 C 3.7888 1.8446 -2.6543
33 H 0.5348 1.8612 -1.8137
34 H 0.6175 3.8663 -3.2451
35 H 2.7227 4.5580 -4.3206
36 H 4.8051 3.2322 -3.9388
37 O -1.9651 0.0772 0.0154
38 As -2.7787 -0.1578 -1.4474
39 C -2.4927 1.3042 -2.6450
40 C -2.8037 2.5483 -2.0980
41 C -2.6642 3.6910 -2.8676
42 C -2.2230 3.5916 -4.1818
43 C -1.8840 2.3572 -4.7145
44 C -2.0081 1.2094 -3.9452
45 C -2.3333 -1.9057 -2.0754
46 C -2.1634 -2.8525 -1.0695
47 C -1.8414 -4.1571 -1.4035
48 C -1.6858 -4.5140 -2.7364
49 C -1.8624 -3.5704 -3.7365
50 C -2.1943 -2.2638 -3.4108
51 C -4.6178 -0.0741 -0.9101
52 C -4.9949 -0.7938 0.2184
53 C -6.3114 -0.7548 0.6480
54 C -7.2483 -0.0019 -0.0485
55 C -6.8734 0.7063 -1.1800
56 C -5.5567 0.6664 -1.6193
57 H -3.1315 2.6216 -1.0700
58 H -2.8880 4.6591 -2.4386
59 H -2.1276 4.4839 -4.7890
60 H -1.5074 2.2848 -5.7265
61 H -1.7001 0.2618 -4.3579
62 H -2.2416 -2.5588 -0.0315
63 H -1.7001 -4.8933 -0.6231
64 H -1.4211 -5.5314 -2.9967
65 H -1.7383 -3.8484 -4.7752
66 H -2.3564 -1.5470 -4.1997
67 H -4.2563 -1.3545 0.7754
68 H -6.6077 -1.3098 1.5289
69 H -8.2758 0.0320 0.2933
70 H -7.6050 1.2927 -1.7219
71 H -5.2652 1.2097 -2.5068


In kcal per mole, the energy relative to the best compared isomer or geometry (same formula, charge and spin) values for the records above are, in order, 18.3 33.1 0.0 9.1 0.0 1.3 22.7.